# C59H162F6MgN25O31S2

A structure of composition C59H162F6MgN25O31S2 (wB97M-V/def2-TZVPD, the Open Molecules 2025 dataset).

Structure (ORCA input):
```
! wB97M-V def2-TZVPD RIJCOSX def2/J DEFGRID3
* xyz 1 1
S 1.374 -11.434 -10.997
S 3.548 -12.661 -10.471
Mg 3.483 -13.417 -15.842
F 5.783 -11.739 -11.765
F -0.775 -10.170 -12.091
F 6.114 -11.961 -9.644
F 4.826 -10.297 -10.449
F -0.329 -11.899 -13.187
F 0.814 -9.955 -13.247
O 8.804 -14.868 -12.214
O 6.123 -4.316 -16.578
O 4.676 -13.898 -6.522
O 4.185 -13.917 -10.870
O 7.507 -6.216 -10.605
O 2.447 -5.280 -6.177
O 4.110 -11.815 -15.139
O 6.763 -10.368 -16.897
O 4.059 -9.918 -5.110
O 7.481 -8.692 -7.004
O 8.446 -14.265 -5.944
O -5.079 -9.366 -13.314
O -5.621 -7.705 -22.179
O -4.487 -16.084 -7.090
O 1.638 -10.237 -10.196
O -1.170 -15.433 -9.867
O -0.245 -9.506 -5.348
O 1.808 -12.685 -16.697
O -0.061 -15.381 -3.969
O 3.972 -7.431 -12.637
O 1.318 -7.658 -16.728
O 9.717 -9.785 -9.992
O 0.500 -12.353 -10.222
O 3.010 -12.528 -9.117
O -0.498 -15.696 -13.065
O 2.123 -19.333 -10.296
O -3.603 -11.552 -17.452
O 8.193 -10.329 -12.949
O -0.901 -5.296 -10.665
O 5.181 -14.402 -15.455
O -3.711 -11.707 -9.082
N -6.884 -8.660 -14.388
N 8.695 -11.320 -16.652
N 3.756 -10.223 -13.502
N -5.004 -8.037 -15.122
N 8.458 -10.230 -18.415
N 0.909 -11.457 -18.423
N -3.429 -14.281 -7.732
N 6.997 -8.210 -9.877
N 6.453 -10.612 -6.565
N 1.313 -10.572 -16.484
N 2.703 -14.437 -4.408
N 11.613 -10.722 -9.526
N 4.783 -9.767 -15.418
N 10.638 -11.115 -11.407
N 6.693 -6.562 -8.621
N 0.197 -6.386 -15.227
N 8.262 -10.657 -7.674
N 2.191 -6.911 -14.760
N 8.774 -14.291 -9.117
N 5.004 -6.498 -15.204
N 2.271 -8.295 -6.166
N -4.287 -9.611 -19.718
N 2.679 -13.979 -14.112
N -5.340 -14.015 -6.763
N 2.573 -12.050 -11.816
C 8.066 -15.529 -11.143
C 2.731 -18.113 -10.579
C -1.158 -15.425 -4.976
C -2.901 -11.196 -10.073
C 2.877 -13.146 -5.042
C 1.636 -9.411 -6.851
C 6.798 -5.600 -16.581
C -1.375 -6.674 -10.659
C 9.320 -13.542 -5.081
C 0.004 -15.667 -9.150
C 5.794 -6.674 -13.926
C 8.992 -9.660 -13.869
C 0.491 -14.139 -3.397
C -4.452 -14.850 -7.212
C 7.884 -10.645 -17.344
C 5.227 -14.460 -7.677
C 8.845 -15.567 -9.854
C 4.663 -9.104 -4.066
C 0.040 -17.124 -8.586
C -1.740 -14.967 -13.026
C 1.383 -11.632 -17.240
C -4.129 -8.209 -20.243
C -3.649 -11.314 -11.395
C 6.556 -14.105 -15.706
C 4.980 -6.408 -12.800
C 5.935 -3.780 -17.857
C 9.751 -8.485 -13.244
C -5.464 -7.386 -20.748
C 1.941 -14.371 -3.194
C 3.118 -7.462 -7.089
C 3.406 -13.244 -6.455
C 5.865 -6.820 -16.346
C 4.246 -10.645 -14.675
C 3.519 -6.124 -6.509
C -6.743 -7.165 -22.872
C 0.686 -10.292 -6.061
C 4.030 -18.047 -9.767
C 10.595 -10.511 -10.277
C 1.240 -7.102 -15.623
C -3.293 -12.008 -16.189
C 0.242 -10.871 -12.511
C 5.182 -11.579 -10.610
C -2.852 -10.365 -17.902
C 1.748 -4.909 -7.329
C -2.032 -6.863 -11.985
C 7.108 -6.946 -9.756
C 8.550 -13.540 -12.591
C 4.119 -9.934 -2.856
C -2.971 -10.207 -19.429
C 9.700 -14.323 -8.005
C -1.311 -9.165 -6.062
C 0.677 -14.910 -12.766
C 5.048 -14.767 -14.080
C 1.252 -14.389 -14.114
C 7.431 -9.886 -7.108
C 3.602 -15.115 -13.862
C 9.231 -15.105 -6.791
C -5.578 -8.669 -14.160
C 3.421 -7.382 -11.309
H 2.729 -6.539 -11.305
H 4.856 -8.792 -15.164
H -4.140 -12.590 -15.825
H 4.412 -9.526 -1.889
H 10.055 -15.726 -6.437
H -0.576 -6.375 -15.876
H -3.625 -12.317 -11.822
H 8.426 -9.516 -14.789
H 1.050 -9.044 -7.693
H -1.849 -14.320 -13.896
H 4.722 -18.875 -9.920
H 3.138 -7.225 -14.919
H -0.449 -5.196 -11.506
H 5.610 -6.124 -11.958
H 3.332 -15.932 -14.532
H -4.000 -7.925 -15.127
H 5.741 -9.250 -4.141
H -6.058 -14.443 -6.196
H 10.668 -14.681 -8.355
H -5.598 -7.746 -15.885
H 5.375 -10.043 -16.189
H 3.357 -15.461 -12.858
H 2.386 -10.017 -7.358
H -7.448 -9.123 -13.691
H -4.667 -11.051 -11.109
H 7.706 -5.640 -15.979
H -1.389 -6.598 -12.824
H 4.548 -10.927 -2.984
H 4.259 -6.317 -5.732
H -2.178 -9.747 -20.018
H 2.278 -4.741 -8.266
H 0.000 -15.116 -8.209
H 1.154 -15.187 -14.850
H 1.947 -19.401 -9.355
H 9.270 -13.365 -13.390
H 7.062 -15.179 -10.902
H -2.096 -11.928 -10.144
H 2.055 -17.271 -10.428
H 8.245 -9.921 -12.082
H 8.582 -15.922 -7.106
H 1.379 -15.558 -12.241
H 2.626 -13.762 -7.013
H 6.279 -7.210 -7.966
H 9.698 -11.293 -16.764
H -1.316 -8.438 -6.874
H 1.599 -7.624 -5.821
H 7.101 -15.026 -15.502
H 9.216 -13.662 -9.773
H 1.298 -10.698 -5.255
H 2.735 -8.192 -11.061
H -5.197 -13.030 -6.935
H 9.776 -13.263 -7.767
H 11.422 -11.603 -11.816
H -0.490 -7.292 -10.501
H 6.709 -13.615 -16.668
H 4.121 -7.325 -10.476
H 1.868 -6.536 -13.880
H 0.487 -14.105 -12.057
H 3.592 -12.502 -4.530
H -6.444 -6.144 -23.110
H 0.216 -11.139 -6.560
H -2.345 -10.285 -9.855
H 5.722 -13.618 -8.160
H 4.657 -17.223 -10.108
H 5.803 -2.716 -17.658
H 1.075 -17.429 -8.427
H -5.172 -6.337 -20.704
H 1.022 -9.610 -16.588
H -2.107 -8.831 -5.397
H 3.762 -9.249 -13.234
H 6.540 -7.655 -16.161
H 5.179 -7.035 -17.165
H 6.465 -11.619 -6.639
H 6.839 -3.985 -18.430
H -1.820 -10.556 -17.609
H 0.372 -13.263 -4.035
H -3.186 -11.144 -15.534
H -7.354 -7.898 -14.856
H 10.255 -7.927 -14.033
H 7.923 -16.583 -11.381
H 0.900 -15.530 -9.755
H -3.358 -13.335 -8.077
H 9.802 -10.991 -11.959
H 7.580 -13.386 -13.063
H -0.475 -17.153 -7.627
H -4.204 -11.022 -8.624
H -3.246 -10.505 -12.005
H 4.532 -14.886 -8.401
H 11.716 -10.118 -8.723
H -2.969 -6.311 -12.061
H -1.810 -14.341 -12.136
H -2.027 -6.858 -9.806
H -3.647 -8.362 -21.209
H 8.564 -12.929 -11.688
H -2.446 -12.689 -16.266
H 6.815 -8.773 -9.059
H 2.058 -15.317 -2.665
H -6.918 -7.703 -23.803
H -0.965 -15.604 -10.789
H 0.333 -5.638 -14.562
H 3.149 -18.058 -11.585
H 2.819 -13.486 -13.242
H 2.535 -7.373 -8.005
H -7.568 -7.328 -22.179
H -0.419 -17.884 -9.218
H -1.419 -16.359 -5.474
H 3.308 -10.999 -13.036
H 8.204 -11.666 -7.675
H 8.386 -11.806 -15.822
H -2.148 -15.186 -4.588
H 7.971 -9.646 -19.079
H 4.317 -8.088 -3.875
H 3.031 -9.978 -2.810
H 5.956 -7.751 -13.895
H 9.551 -14.188 -4.233
H 6.884 -5.577 -8.500
H 5.572 -10.246 -6.232
H 0.544 -13.670 -14.525
H -4.881 -9.621 -18.901
H 4.063 -7.995 -7.191
H 2.396 -13.662 -2.502
H 4.557 -5.427 -13.017
H 0.993 -12.159 -19.144
H 9.467 -10.202 -18.451
H 5.763 -15.554 -13.839
H 6.704 -6.082 -13.829
H 10.289 -13.248 -5.483
H 5.121 -4.251 -18.407
H 8.823 -12.706 -4.590
H 0.628 -10.542 -18.746
H -3.021 -11.181 -19.918
H 8.338 -16.406 -9.377
H 3.880 -17.918 -8.695
H 5.282 -13.884 -13.486
H -3.240 -9.511 -17.345
H 9.870 -15.932 -9.912
H -2.552 -15.688 -12.942
H 1.289 -3.936 -7.156
H 0.853 -5.429 -7.670
H 6.699 -13.230 -15.072
H -1.773 -10.016 -6.563
H 1.555 -10.902 -15.560
H 4.050 -5.689 -7.356
H -6.366 -7.679 -20.212
H 4.539 -5.604 -15.125
H 8.880 -10.162 -8.301
H -2.260 -7.928 -11.956
H -0.988 -14.581 -5.644
H 12.313 -11.412 -9.758
H 9.778 -10.334 -14.206
H 7.368 -8.697 -10.680
H 6.081 -15.092 -7.436
H 3.478 -12.195 -6.744
H 10.485 -8.946 -12.583
H -2.695 -14.930 -7.979
H -0.096 -14.104 -2.479
H 9.079 -7.843 -12.674
H 2.370 -15.176 -5.010
H 3.349 -9.398 -5.493
H 2.004 -12.493 -5.033
H -3.372 -7.717 -19.632
H 7.153 -5.851 -17.581
*
```

Output
HOMO in eV: -8.99
F_max in Eh/bohr: 0.1502
Calculated total energy in eV: -207941.3074

Löwdin population analysis, charges in e, atoms 1 to 2: 0.590, 0.735